# 1
# C17H21N5O

An isolated molecule of C17H21N5O in a non-equilibrium geometry (ωB97M-V/def2-TZVPD, the OMol25 dataset).

Geometry as XYZ:
```
44
Properties=species:S:1:pos:R:3
C 5.66 4.19 0.65
C 4.14 4.39 0.55
C 3.81 5.67 -0.21
O 3.51 3.33 -0.16
C 3.44 2.10 0.52
C 2.44 1.21 -0.20
C 2.34 -0.17 0.44
N 1.37 -1.01 -0.22
C 0.12 -1.17 0.23
N -0.21 -0.69 1.43
C -1.44 -0.89 1.88
N -2.43 -1.53 1.31
C -2.12 -2.02 0.11
C -0.85 -1.89 -0.51
C -1.00 -2.55 -1.74
N -2.20 -3.04 -1.87
N -2.90 -2.73 -0.76
C -4.23 -3.12 -0.63
C -4.82 -3.85 -1.66
C -6.14 -4.25 -1.55
C -6.87 -3.94 -0.42
C -6.28 -3.22 0.61
C -4.96 -2.81 0.51
H 6.11 5.07 1.11
H 5.90 3.32 1.25
H 6.08 4.06 -0.35
H 3.72 4.44 1.57
H 4.23 5.63 -1.21
H 4.22 6.53 0.32
H 2.73 5.78 -0.29
H 3.12 2.26 1.57
H 4.43 1.61 0.55
H 2.75 1.12 -1.25
H 1.46 1.69 -0.18
H 3.32 -0.67 0.41
H 2.01 -0.08 1.48
H 1.57 -1.28 -1.17
H -1.64 -0.48 2.86
H -0.28 -2.69 -2.53
H -4.24 -4.08 -2.54
H -6.60 -4.81 -2.35
H -7.90 -4.25 -0.33
H -6.85 -2.97 1.49
H -4.49 -2.25 1.31
```

Multiplicity: 1
Total charge: 0
Gap between HOMO and LUMO in Ha: 0.32976
SMILES: CC(C)OCCCNc1ncnc2c1cnn2-c1ccccc1
Calculated total energy in eV: -27468.0361

***

# 2
# C17H21N6Si2Sr

A structure of composition C17H21N6Si2Sr (ωB97M-V/def2-TZVPD, the OMol25 dataset).

Geometry as XYZ:
```
47
Properties=species:S:1:pos:R:3
Sr 1.80 -0.60 0.82
N 0.62 -1.19 5.55
C 1.28 -0.49 4.62
N 1.00 -0.98 3.44
C 0.17 -2.03 3.71
N -0.09 -2.19 4.99
C -0.40 -2.88 2.67
C -1.28 -3.92 2.93
N -1.80 -4.66 1.96
C -1.45 -4.35 0.71
C -0.56 -3.32 0.44
N -0.02 -2.60 1.41
H 0.62 -1.06 6.55
H 1.93 0.34 4.82
H -1.57 -4.16 3.94
H -1.88 -4.94 -0.09
H -0.27 -3.07 -0.58
C 2.46 0.04 -3.53
Si 1.02 -0.33 -2.30
C 0.00 -1.61 -3.32
C -0.08 1.27 -2.49
C -0.44 1.59 -3.80
C -1.22 2.69 -4.12
C -1.67 3.52 -3.10
C -1.32 3.22 -1.79
C -0.53 2.11 -1.45
Si -0.20 1.86 0.45
C -2.01 1.70 1.10
C 0.22 3.65 1.05
H 2.08 0.29 -4.53
H 3.10 -0.84 -3.63
H 3.08 0.87 -3.18
H -0.20 -1.28 -4.34
H -0.96 -1.82 -2.85
H 0.55 -2.56 -3.38
H -0.10 0.96 -4.62
H -1.47 2.90 -5.15
H -2.28 4.39 -3.32
H -1.68 3.87 -1.01
H -2.63 2.54 0.77
H -2.03 1.68 2.19
H -2.47 0.78 0.74
H -0.54 4.39 0.78
H 1.18 3.99 0.66
H 0.30 3.65 2.15
N 5.33 -0.76 2.40
C 4.39 -0.65 1.72
```

Multiplicity: 1
Total charge: -1
Gap between HOMO and LUMO in Ha: 0.16219
Calculated total energy in eV: -43502.9735